Entry from OMol25: 2 unconnected molecules or ions with the total composition C5H13BClN2O4S (ωB97M-V/def2-TZVPD).

XYZ file:
```
27
Properties=species:S:1:pos:R:3
N -0.065 -2.071 0.940
C -0.725 -2.958 0.779
O -1.355 -4.146 0.578
S -0.176 -5.297 0.238
Cl 1.150 -5.358 1.757
B 0.670 -4.587 -1.326
N 1.660 -3.552 -1.330
O 0.281 -5.186 -2.509
H 1.307 -2.658 -1.676
H 2.126 -3.443 -0.429
H -0.260 -4.534 -2.998
C 0.606 3.847 1.727
O -0.763 3.536 1.517
C -1.195 3.824 0.194
C -1.265 2.567 -0.654
O 0.029 2.013 -0.873
C 0.297 0.908 -0.033
H 0.920 3.380 2.660
H 1.238 3.471 0.919
H 0.733 4.930 1.817
H -0.550 4.574 -0.273
H -2.201 4.249 0.271
H -1.672 2.827 -1.636
H -1.932 1.828 -0.198
H -0.252 0.030 -0.388
H 0.028 1.111 1.007
H 1.366 0.696 -0.081
```

Values from the calculation:
- Orbital gap: 4.5 eV
- E_tot: -40589.95354 eV
- Molar mass: 243.50 g/mol
- Relative energy (zero: lowest compared OMol25 entry of this formula, charge and spin): 90.9 kJ/mol
- Net charge: +1

Entry from OMol25: a gas-phase ion, C5H13BN (charge +1) (ωB97M-V/def2-TZVPD).

XYZ file:
```
20
Properties=species:S:1:pos:R:3
B 1.397 -0.093 0.167
C 1.266 1.433 0.271
C -0.022 -0.892 -0.025
C -1.156 1.318 -0.238
C 2.829 -0.693 -0.097
C -2.516 -0.615 -0.003
N -1.207 -0.029 0.368
H 0.990 2.096 1.088
H 1.704 1.851 -0.691
H 0.055 -1.378 -1.075
H -0.151 -1.726 0.545
H -1.517 2.104 0.532
H -1.358 1.239 -1.316
H 2.870 -1.746 0.006
H 3.596 -0.171 0.514
H 2.945 -0.605 -1.086
H -3.234 -0.064 0.455
H -2.804 -0.641 -0.978
H -2.716 -1.561 0.271
H -0.969 0.175 1.290
```

Values from the calculation:
- Orbital gap (alpha / beta): 8.9 / 8.6 eV
- E_tot: -7551.05226 eV
- Molar mass: 97.98 g/mol
- Relative energy (zero: lowest compared OMol25 entry of this formula, charge and spin): 371.8 kJ/mol
- Net charge: +1

Entry from OMol25: 2 unconnected molecules or ions with the total composition C5H13BN2 (ωB97M-V/def2-TZVPD).

XYZ file:
```
21
Properties=species:S:1:pos:R:3
B -0.643 -1.317 -0.434
C -1.769 1.060 0.484
C -2.867 0.103 0.227
C 1.392 0.182 1.286
C 1.511 0.724 -1.279
C 1.674 -0.219 -0.142
N -1.469 -0.302 0.068
N 0.752 -1.330 -0.501
H -1.409 -2.660 -0.978
H -1.556 1.939 -0.136
H -1.442 1.258 1.483
H -3.297 -0.443 1.045
H -3.361 0.138 -0.655
H 2.380 -0.029 1.615
H 1.213 1.242 1.263
H 0.648 -0.428 1.821
H 1.749 1.750 -0.891
H 0.456 0.741 -1.467
H 2.038 0.461 -2.159
H 2.709 -0.694 -0.267
H 1.291 -2.174 -0.383
```

Values from the calculation:
- Orbital gap: 9.6 eV
- E_tot: -9050.47855 eV
- Molar mass: 111.98 g/mol
- Relative energy (zero: lowest compared OMol25 entry of this formula, charge and spin): 140.9 kJ/mol
- Net charge: 0

Entry from OMol25: 2 unconnected molecules or ions with the total composition C5H13BrN (ωB97M-V/def2-TZVPD).

XYZ file:
```
20
Properties=species:S:1:pos:R:3
C 2.432 -1.829 -1.350
C -2.154 1.092 -0.407
C -0.692 1.450 1.559
C -0.941 -0.723 0.445
C 2.083 -1.016 -0.131
N -0.974 0.686 0.341
Br 2.161 0.797 -0.377
H 3.108 -1.212 -2.073
H 1.535 -2.141 -1.793
H 3.129 -2.664 -1.051
H -2.389 0.193 -1.028
H -3.045 1.296 0.236
H -1.907 1.938 -1.060
H -1.432 1.337 2.280
H 0.341 1.244 1.745
H -0.735 2.509 1.346
H -1.207 -1.283 -0.452
H -0.995 -1.187 1.425
H 1.919 -1.442 0.809
H -0.238 0.955 -0.466
```

Values from the calculation:
- Orbital gap (alpha / beta): 7.1 / 10.1 eV
- E_tot: -76917.25109 eV
- Molar mass: 167.07 g/mol
- Relative energy (zero: lowest compared OMol25 entry of this formula, charge and spin): 497.0 kJ/mol
- Net charge: +1